Entry 1:
Formula: C5H11NSi
Source: the Open Molecules 2025 dataset
Level of theory: ωB97M-V with the def2-TZVPD basis set

Values from the calculation:
Energy above the lowest of the compared OMol25 structures with the same formula, charge and spin, kJ/mol: 202.8
E_tot, eV: -14729.6334
SMILES: C=C[Si@H]1CCCN1
Orbital gap, eV: 9.44
E_LUMO, eV: 1.1
E_HOMO, eV: -8.37

```
18
Properties=species:S:1:pos:R:3:forces:R:3:lowdin_charge:R:1
C -3.1109 -0.0525 -0.1993 -2.4 -0.1 -1.3 -0.134
C -1.8788 -0.1148 -0.5850 1.9 -1.0 -2.1 -0.274
Si -0.6437 0.1920 0.7924 4.8 -1.2 -4.0 0.664
C 0.9486 -1.1386 0.7552 -4.2 -2.1 -0.6 -0.255
C 1.6842 -0.6982 -0.4845 -1.4 1.3 -0.6 -0.273
C 1.8192 0.8686 -0.3399 -0.2 -1.3 1.7 -0.272
N 0.5599 1.3526 0.2705 -0.1 2.4 -0.4 -0.201
H -3.9034 -0.3239 -0.9391 0.2 0.6 1.2 0.075
H -3.2421 0.3816 0.7467 -1.4 0.1 1.4 0.001
H -1.8235 -0.4051 -1.6957 1.0 0.2 1.8 0.089
H -1.3278 0.5691 1.9136 -1.3 0.5 2.1 -0.039
H 0.5658 -2.2495 0.7828 0.8 1.9 -0.5 0.090
H 1.5017 -1.0628 1.6375 1.1 0.5 1.4 0.025
H 1.0943 -0.8897 -1.4401 0.5 0.1 1.2 0.116
H 2.6118 -1.2066 -0.6215 0.9 -0.1 0.0 0.084
H 2.5828 1.1383 0.4377 0.1 -0.3 -1.3 0.113
H 2.0166 1.2242 -1.3393 0.2 0.8 -0.1 0.090
H 0.5452 2.4153 0.3078 -0.3 -2.2 0.0 0.100
```
Forces are in eV/Å.

---

Entry 2:
Formula: C51H43NO9P2Pd
Source: the Open Molecules 2025 dataset
Level of theory: ωB97M-V with the def2-TZVPD basis set

Values from the calculation:
Net charge: -2
Energy above the lowest of the compared OMol25 structures with the same formula, charge and spin, kJ/mol: 0.0
E_tot, eV: -95559.3453
Orbital gap, eV: 3.74
E_LUMO, eV: 4.0
E_HOMO, eV: 0.23

```
107
Properties=species:S:1:pos:R:3:forces:R:3:lowdin_charge:R:1
C -5.1047 -1.3066 0.6469 0.1 0.0 0.0 -0.104
C -5.1548 -1.4935 -0.7365 0.1 -0.4 0.0 -0.087
C -4.1201 -2.1609 -1.3991 -0.3 0.2 0.4 -0.020
C -3.0143 -2.5498 -0.6506 1.4 0.1 -0.7 -0.283
O -1.8343 -2.9720 -1.3080 -1.8 -1.5 0.2 -0.231
P -0.8568 -1.9963 -2.1552 1.3 3.2 1.9 0.724
O 0.1437 -3.0761 -2.8488 0.1 -2.0 -0.2 -0.209
C 0.1480 -4.4796 -2.7470 -0.3 1.1 -0.2 -0.272
C -0.0125 -5.2274 -3.9150 0.0 -0.2 0.4 -0.009
C -0.0765 -6.6203 -3.8098 0.2 0.2 0.3 -0.100
C 0.0486 -7.2368 -2.5591 0.0 0.0 0.0 -0.120
C 0.2615 -6.4651 -1.4106 0.0 0.2 -0.3 -0.088
C 0.3236 -5.0735 -1.5004 0.0 -0.4 -0.2 -0.016
O -1.8397 -1.5520 -3.3709 -0.7 -0.5 -2.0 -0.207
C -1.5863 -1.5744 -4.7420 -0.4 -0.3 1.5 -0.288
C -2.6902 -1.8285 -5.5499 0.3 -0.1 -0.5 -0.015
C -2.4820 -1.9862 -6.9227 -0.1 0.2 0.3 -0.102
C -1.1982 -1.8522 -7.4551 0.0 0.0 -0.1 -0.127
C -0.1174 -1.5424 -6.6279 -0.1 0.1 0.5 -0.082
C -0.3064 -1.3878 -5.2473 0.2 0.0 -0.7 -0.031
Pd -0.1144 -0.1850 -1.0293 0.3 -2.8 1.0 0.341
P 0.0370 -0.2376 1.2373 -0.4 1.4 -3.1 0.745
O -1.4153 0.0809 1.9118 -1.0 -0.2 1.8 -0.229
C -1.8023 0.1889 3.2604 0.8 -0.2 -1.4 -0.285
C -2.5548 1.3011 3.6080 0.0 0.2 0.4 -0.013
C -2.8218 1.5193 4.9601 -0.1 -0.3 -0.3 -0.084
C -2.3831 0.5974 5.9149 0.1 0.0 0.2 -0.117
C -1.6918 -0.5516 5.5306 -0.1 -0.1 -0.5 -0.086
C -1.4306 -0.7876 4.1769 -0.1 0.2 0.4 -0.023
O 0.5777 -1.5890 1.9713 1.2 -1.0 1.2 -0.231
C 1.7857 -1.7125 2.6855 -1.0 0.6 -0.4 -0.284
C 1.7241 -2.2561 3.9630 0.4 0.2 0.3 -0.034
C 2.8300 -2.0948 4.8057 0.0 -0.2 -0.4 -0.099
C 3.9893 -1.4832 4.3233 0.1 0.0 0.2 -0.114
C 4.0663 -1.0556 2.9971 -0.4 -0.3 -0.3 -0.072
C 2.9622 -1.1949 2.1468 0.4 -0.1 0.5 -0.007
O 1.0003 0.8727 1.9256 0.3 0.4 1.1 -0.209
C 0.6520 2.1191 2.4496 0.3 -1.2 0.1 -0.294
C 1.1363 2.3993 3.7282 -0.5 0.2 -0.3 0.001
C 0.6851 3.5613 4.3507 0.2 -0.1 0.0 -0.095
C -0.1835 4.4198 3.6820 -0.2 0.3 0.0 -0.117
C -0.5884 4.1489 2.3722 0.2 -0.3 0.0 -0.078
C -0.1523 2.9869 1.7363 -0.3 0.3 0.0 -0.024
C 0.4531 1.6009 -1.9291 -0.3 1.7 -1.3 -0.342
C -0.6623 1.9643 -2.8426 1.9 -0.4 0.6 -0.262
C -1.8749 2.3857 -2.2766 -0.9 0.5 -0.3 -0.082
C -2.9833 2.6541 -3.0747 0.6 0.0 0.4 -0.127
C -2.8909 2.5126 -4.4648 -0.2 -0.1 -0.3 -0.162
C -1.6797 2.1228 -5.0421 0.2 0.0 0.2 -0.134
C -0.5532 1.8828 -4.2489 -0.8 0.0 0.0 -0.077
C 1.6187 0.8164 -2.3274 0.0 1.0 1.1 -0.292
C 2.6381 0.6372 -1.4036 -0.3 -0.8 -1.0 -0.073
C -2.9808 -2.4618 0.7364 -0.3 0.2 0.0 -0.021
C -4.0284 -1.8048 1.3850 -0.1 -0.4 -0.2 -0.087
H -5.9157 -0.7857 1.1578 0.2 -0.1 -0.2 0.093
H -6.0075 -1.1372 -1.3161 0.2 -0.1 0.2 0.097
H -4.1721 -2.3847 -2.4633 0.2 0.3 0.3 0.106
H -0.0904 -4.7162 -4.8735 -0.1 -0.1 0.2 0.116
H -0.2222 -7.2216 -4.7072 0.0 0.1 0.2 0.094
H -0.0124 -8.3275 -2.4762 0.0 0.4 -0.1 0.090
H 0.3814 -6.9370 -0.4365 0.0 0.0 -0.2 0.098
H 0.5171 -4.4521 -0.6290 -0.2 -0.1 -0.2 0.123
H -3.6740 -1.9189 -5.0880 0.3 0.0 -0.2 0.112
H -3.3351 -2.2137 -7.5657 0.3 0.1 0.1 0.093
H -1.0380 -1.9832 -8.5228 0.0 0.0 0.1 0.086
H 0.8906 -1.4174 -7.0329 -0.4 0.0 0.0 0.102
H 0.5222 -1.1129 -4.5883 -0.4 -0.2 -0.2 0.105
H -2.8812 1.9895 2.8276 0.2 -0.2 0.3 0.126
H -3.3737 2.4114 5.2564 0.1 -0.2 0.0 0.099
H -2.5882 0.7720 6.9711 0.1 0.0 -0.2 0.089
H -1.3450 -1.2875 6.2585 -0.2 0.3 -0.1 0.097
H -0.9385 -1.6933 3.8281 -0.1 0.4 0.1 0.089
H 0.8122 -2.7498 4.3028 0.3 0.3 -0.1 0.104
H 2.7695 -2.4494 5.8338 0.1 0.0 -0.2 0.092
H 4.8475 -1.3483 4.9832 -0.2 0.0 -0.1 0.092
H 4.9765 -0.6052 2.5995 -0.2 -0.1 0.2 0.099
H 3.0058 -0.9009 1.0994 -0.2 0.2 0.2 0.109
H 1.8159 1.6891 4.1985 -0.2 0.2 -0.1 0.121
H 1.0205 3.7841 5.3648 -0.1 0.0 -0.3 0.096
H -0.5494 5.3219 4.1794 0.2 -0.3 -0.1 0.090
H -1.2471 4.8289 1.8335 0.2 -0.1 0.2 0.101
H -0.4267 2.7426 0.7075 0.1 0.0 0.4 0.101
H 0.6245 2.2611 -1.0799 -0.1 0.1 -0.2 0.057
H -1.9362 2.4451 -1.1840 0.0 -0.1 -0.4 0.095
H -3.9185 2.9639 -2.6075 0.1 -0.1 -0.1 0.083
H -3.7646 2.7025 -5.0881 0.2 -0.1 0.1 0.069
H -1.6080 1.9979 -6.1246 0.0 0.1 0.2 0.086
H 0.3979 1.6035 -4.6995 -0.2 0.1 0.0 0.091
H 1.6272 0.4759 -3.3573 0.1 -0.7 0.1 0.057
H 2.6894 1.3103 -0.5486 -0.2 -0.6 -0.1 -0.011
H 3.3859 -0.1472 -1.4923 0.2 0.1 -0.5 0.010
H -2.1473 -2.8932 1.2903 -0.1 0.4 -0.2 0.117
H -4.0011 -1.6998 2.4693 0.0 0.0 -0.2 0.100
O 3.3872 7.2770 2.2244 1.3 -1.3 0.6 0.023
N 4.2505 6.4972 2.6754 0.1 1.9 0.7 -0.327
O 5.0904 6.8540 3.5309 -1.3 -0.1 -1.1 -0.004
C 4.3161 5.1305 2.2219 0.0 -1.1 -0.4 -0.213
C 5.3220 4.3175 2.7604 0.3 0.1 0.5 -0.082
C 5.4105 2.9871 2.3406 -0.1 0.3 -0.3 -0.125
C 4.5349 2.4803 1.3957 -0.3 0.4 0.1 -0.022
C 3.4203 3.2728 0.9200 -0.8 -0.4 -0.1 -0.419
O 2.4599 2.7729 0.2608 0.6 1.2 0.7 -0.113
C 3.3955 4.6585 1.3042 0.2 0.2 0.2 0.059
H 6.0055 4.7460 3.4878 -0.2 -0.2 -0.2 0.087
H 6.1864 2.3448 2.7553 0.0 0.1 -0.1 0.086
H 4.6108 1.4574 1.0333 -0.1 0.1 0.1 0.091
H 2.6237 5.3102 0.8983 0.1 -0.3 0.2 0.116
```
Forces are in eV/Å.

---

Entry 3:
Formula: C20H17N4O4RbS
Source: the Open Molecules 2025 dataset
Level of theory: ωB97M-V with the def2-TZVPD basis set

Values from the calculation:
Energy above the lowest of the compared OMol25 structures with the same formula, charge and spin, kJ/mol: 9.3
E_tot, eV: -46655.8550
Orbital gap, eV: 6.97
E_LUMO, eV: -1.1
E_HOMO, eV: -8.03

```
47
Properties=species:S:1:pos:R:3:forces:R:3:lowdin_charge:R:1
Rb 0.1077 -0.1569 -0.0190 -1.3 0.1 0.0 0.947
O 4.5055 -1.4536 -0.0199 0.0 -0.1 0.0 0.003
C 3.2753 -1.4258 -0.0179 0.2 0.0 0.0 -0.678
O 2.5174 -0.4197 -0.0157 0.8 0.1 0.0 -0.312
C 2.5634 -2.8012 -0.0180 0.2 -0.1 0.0 -0.187
C 3.3515 -3.9509 -0.0226 0.0 0.1 0.0 -0.006
C 2.7475 -5.1921 -0.0221 0.0 0.0 0.0 -0.065
C 1.3621 -5.2530 -0.0152 -0.1 0.0 0.0 -0.074
C 0.6579 -4.0618 -0.0098 -0.2 -0.1 0.0 -0.163
N 1.2283 -2.8591 -0.0124 0.2 0.1 0.0 0.034
H 4.4229 -3.8127 -0.0260 0.0 0.0 0.0 0.114
H 3.3415 -6.0967 -0.0260 0.0 0.0 0.0 0.105
H 0.8321 -6.1955 -0.0129 0.0 0.0 0.0 0.097
H -0.4284 -4.0638 0.0006 0.0 0.0 0.0 0.070
O -4.3872 6.7358 -0.7621 0.0 -0.1 0.0 0.082
N -3.3815 6.8795 -0.0954 0.2 0.0 0.0 -0.343
O -3.0686 7.9058 0.4718 -0.1 -0.1 0.0 0.088
C -2.4290 5.7457 -0.0173 0.0 0.3 0.0 -0.071
C -1.1232 6.0872 0.0287 -0.2 -0.3 0.0 0.071
C -0.1209 5.0660 0.0315 -0.1 0.1 0.0 -0.131
C 1.2513 5.3745 0.0647 0.1 -0.1 0.0 0.003
C 2.1628 4.3532 0.0547 -0.1 0.0 0.0 -0.021
C 1.6844 3.0322 0.0077 0.1 0.0 0.0 -0.100
N 0.4051 2.7255 -0.0205 0.0 0.0 0.0 0.041
C -0.5022 3.7182 -0.0073 0.0 0.0 0.0 -0.148
C -1.9195 3.3668 -0.0259 0.1 0.0 0.0 -0.136
N -2.2363 2.0554 -0.0238 0.2 0.1 0.0 0.093
C -3.5046 1.7231 -0.0115 -0.1 -0.1 0.0 -0.126
C -4.5501 2.6526 0.0199 0.0 0.1 0.0 -0.031
C -4.2509 3.9883 0.0089 0.1 -0.1 0.0 0.012
C -2.8980 4.3825 -0.0302 0.1 0.0 0.0 -0.067
H -0.8383 7.1291 0.0532 0.0 0.0 0.0 0.133
H 1.5653 6.4095 0.0979 0.0 0.0 0.0 0.122
H 3.2269 4.5342 0.0810 0.0 0.0 0.0 0.113
H 2.3771 2.1947 -0.0068 0.0 -0.1 0.0 0.105
H -3.7168 0.6589 -0.0224 0.0 0.0 0.0 0.076
H -5.5748 2.3122 0.0493 0.0 0.0 0.0 0.110
H -5.0334 4.7281 0.0232 0.0 0.0 0.0 0.109
C -3.5659 -3.0715 -1.3375 0.0 -0.1 -0.1 -0.401
S -2.7792 -2.1839 0.0121 0.0 0.0 0.0 0.703
C -3.8341 -2.7158 1.3662 -0.1 -0.1 0.1 -0.402
H -3.5411 -4.1461 -1.1614 0.0 0.0 0.0 0.041
H -3.0104 -2.8615 -2.2492 0.0 0.0 0.0 0.036
H -4.5970 -2.7503 -1.4774 0.0 0.0 0.0 0.039
H -4.8662 -2.4036 1.2127 0.0 0.0 0.0 0.039
H -3.4666 -2.2576 2.2821 0.0 0.0 0.0 0.035
H -3.7976 -3.7977 1.4859 0.0 0.0 0.0 0.040
```
Forces are in eV/Å.

---

Entry 4:
Formula: CH3ClFNS
Source: the Open Molecules 2025 dataset
Level of theory: ωB97M-V with the def2-TZVPD basis set

Values from the calculation:
Energy above the lowest of the compared OMol25 structures with the same formula, charge and spin, kJ/mol: 136.9
E_tot, eV: -28645.9830
Orbital gap (spin up / spin down), eV: 7.24 / 7.53
E_LUMO (spin up / spin down), eV: 0.5 / -3.0
E_HOMO (spin up / spin down), eV: -6.72 / -10.52
2S+1: 3

```
8
Properties=species:S:1:pos:R:3:forces:R:3:lowdin_spin:R:1
C -0.6661 -0.3699 0.6715 -0.2 -0.5 0.3 0.034
N 1.5557 0.1833 -0.4363 5.0 -0.9 -0.7 0.772
F -0.6497 -0.2456 2.0324 0.5 0.6 0.5 0.016
S 0.2328 0.9645 -0.2330 -1.3 0.8 3.8 0.590
Cl -1.0368 0.7891 -1.9892 -2.1 -0.1 -3.2 0.568
H -0.1596 -1.2773 0.4306 1.0 -0.4 -0.3 0.001
H -1.6901 -0.6352 0.4661 -0.6 1.1 -0.9 0.002
H 2.4139 0.5911 -0.9421 -2.3 -0.5 0.5 0.017
```
Forces are in eV/Å.

---

Q: Which value of energy above the lowest of the compared OMol25 structures with the same formula, charge and spin does entry 1 give?
A: 202.8 kJ/mol